Formula: C18H24N2O3S
Source: the OMol25 dataset
Level of theory: wB97M-V/def2-TZVPD

Values from the calculation:
orbital gap = 8.332 eV
highest occupied orbital energy = -7.7 eV
energy above the lowest of the compared OMol25 structures with the same formula, charge and spin = 2.916 eV

Geometry as ORCA input:
```
! RIJCOSX wB97M-V def2-TZVPD def2/J DEFGRID3
* xyz 0 1
C -8.3089 0.1192 -0.3524
C -6.8905 0.5829 -0.0599
O -6.0157 -0.4777 -0.3898
C -4.6762 -0.2957 -0.2392
C -4.0703 0.8572 0.2466
C -2.6931 0.9347 0.3588
C -1.8919 -0.1311 -0.0252
C -2.5012 -1.2951 -0.4940
C -3.8706 -1.3775 -0.6005
H -4.3457 -2.2738 -0.9662
H -1.8909 -2.1412 -0.7798
N -0.4957 -0.1300 0.1002
C 0.3713 0.9143 -0.0273
N 1.6672 0.6487 0.2824
C 2.0739 -0.5897 0.9067
H 3.0150 -0.3972 1.4240
H 1.3332 -0.8791 1.6598
C 2.3055 -1.7434 -0.1064
O 3.6590 -2.0445 -0.3261
C 4.2719 -2.7812 0.7021
H 3.7362 -3.7210 0.8863
H 4.3284 -2.2189 1.6409
H 5.2800 -2.9999 0.3569
H 1.7768 -2.6518 0.2255
H 1.9260 -1.4462 -1.0887
C 2.6906 1.6744 0.0736
C 3.9431 1.0725 -0.4760
C 4.3268 0.8486 -1.7654
C 5.6141 0.2648 -1.7021
C 5.9171 0.1786 -0.3808
O 4.9154 0.6626 0.3701
H 6.7808 -0.1905 0.1362
H 6.2229 -0.0451 -2.5260
H 3.7615 1.0744 -2.6462
C 2.9440 2.4565 1.3630
H 2.0149 2.9125 1.6944
H 3.3238 1.8072 2.1482
H 3.6728 3.2402 1.1772
H 2.2793 2.3571 -0.6788
S -0.1057 2.4130 -0.5441
H -0.0934 -1.0554 0.0608
H -2.2461 1.8356 0.7427
H -4.6577 1.7093 0.5488
H -6.6500 1.4710 -0.6606
H -6.7877 0.8400 1.0039
H -8.4056 -0.1360 -1.4040
H -8.5407 -0.7618 0.2399
H -9.0140 0.9091 -0.1097
*
```

***

Formula: C34H60F2O3PV
Source: the OMol25 dataset
Level of theory: wB97M-V/def2-TZVPD

Values from the calculation:
orbital gap (spin up / spin down) = 7.004 / 6.823 eV
highest occupied orbital energy (spin up / spin down) = -11.0 / -11.0 eV

Geometry as ORCA input:
```
! RIJCOSX wB97M-V def2-TZVPD def2/J DEFGRID3
* xyz 1 4
V -0.6217 -3.3427 2.4312
C 1.2698 6.1524 0.9068
C 1.7138 4.9641 -0.0053
C 1.2252 3.5638 0.2665
C 1.6204 3.1030 1.6350
P 1.1725 1.4591 2.0914
C 2.0638 0.1648 1.0272
C 3.6100 0.3185 1.0307
C 4.3747 -0.9991 0.7418
C 4.1382 -1.4241 -0.7154
C 1.5392 1.2611 3.8697
C 1.4381 2.5334 4.8136
C 2.2106 2.2951 6.0604
C 2.2973 3.5035 7.0378
C -0.6929 1.3762 1.7401
C -1.5701 2.3407 2.5133
C -3.0272 2.3805 2.0928
C -3.8702 3.4060 2.8885
H 1.6832 7.1167 0.6114
H 1.5533 5.9699 1.9433
H 0.1953 6.2211 0.7368
H 2.8032 4.9601 0.0316
H 1.5767 5.1098 -1.0768
H 1.5230 2.9740 -0.6005
H 0.1500 3.7192 0.1784
H 1.0443 3.7020 2.3403
H 2.6767 3.2976 1.8205
H 1.6110 0.2383 0.0384
H 1.7121 -0.8290 1.3044
H 3.9318 0.7454 1.9806
H 3.9839 1.1258 0.4010
H 4.3054 -1.8305 1.4432
H 5.4223 -0.7563 0.9202
H 4.6095 -2.3899 -0.8975
H 4.6407 -0.6260 -1.2620
H 3.0687 -1.4936 -0.9138
H 2.5034 0.7689 3.9967
H 0.8321 0.5302 4.2622
H 0.4619 2.9110 5.1180
H 1.9004 3.3975 4.3363
H 3.1656 1.8358 5.8049
H 1.8004 1.4163 6.5579
H 1.6086 3.3841 7.8741
H 2.2579 4.4808 6.5566
H 3.2890 3.4603 7.4881
H -0.9587 0.3275 1.8730
H -0.7164 1.4666 0.6541
H -1.2529 3.3645 2.3148
H -1.3835 2.2235 3.5808
H -3.5417 1.4295 2.2302
H -2.8541 2.5931 1.0378
H -4.9212 3.2873 2.6254
H -3.4773 4.3427 2.4931
H -3.5945 3.5231 3.9366
C -1.1670 -1.7748 -0.7896
O -0.6701 -2.4427 0.3625
H -2.1682 -2.1555 -0.9915
H -1.1773 -0.6864 -0.7322
H -0.4790 -1.8423 -1.6323
C 2.1825 -4.6697 0.1424
C 2.1459 -4.4320 1.6449
O 1.0001 -4.9704 2.2658
H 2.8077 -3.9039 -0.3167
H 1.2023 -4.4288 -0.2689
H 2.5299 -5.6559 -0.1656
H 2.3423 -3.3754 1.8267
H 3.0378 -4.8482 2.1132
C -4.2317 -4.2523 -0.3734
C -3.8693 -5.5792 -0.9864
O -4.5435 -6.5478 -0.6257
C -2.7141 -5.5770 -1.9842
H -3.3761 -3.8883 0.1955
H -4.9348 -4.4039 0.4455
H -4.5329 -3.6512 -1.2314
H -2.3268 -6.5958 -1.9967
H -1.8127 -5.0951 -1.6054
H -3.0220 -5.3341 -3.0012
F -5.4861 -1.1945 -3.8582
C -4.5290 -1.8910 -4.4974
C -3.4933 -2.4382 -3.7673
C -2.4396 -2.9731 -4.4675
C -2.4987 -3.1722 -5.8291
C -3.6124 -2.7613 -6.5460
C -4.6228 -2.0529 -5.9060
H -3.4059 -2.3339 -2.6959
H -1.5841 -3.4051 -3.9695
H -1.6447 -3.6650 -6.2697
H -3.7707 -3.0104 -7.5849
H -5.5514 -1.8275 -6.4093
F 2.5649 2.2186 -3.1261
C 1.5544 1.5563 -3.7901
C 0.6793 2.3200 -4.5731
C -0.3533 1.7143 -5.2364
C -0.5700 0.3496 -5.0682
C 0.2412 -0.3817 -4.1851
C 1.2964 0.2534 -3.5364
H 0.9401 3.3676 -4.6038
H -0.9064 2.2454 -5.9970
H -1.4237 -0.0595 -5.5880
H -0.0572 -1.3983 -3.9757
H 1.9486 -0.4040 -2.9808
*
```

***

Formula: C5H4Cl2N3
Source: the OMol25 dataset
Level of theory: wB97M-V/def2-TZVPD

Values from the calculation:
orbital gap (spin up / spin down) = 6.653 / 6.654 eV
highest occupied orbital energy (spin up / spin down) = -13.7 / -13.7 eV
energy above the lowest of the compared OMol25 structures with the same formula, charge and spin = 2.119 eV

Geometry as ORCA input:
```
! RIJCOSX wB97M-V def2-TZVPD def2/J DEFGRID3
* xyz 1 1
C -0.1137 -1.7474 -0.2206
C -0.0696 1.0439 -1.3681
C 1.3059 0.5049 0.5009
C 0.7028 0.5676 1.6811
C -1.1781 -0.8638 -0.2666
N 0.8502 -2.4138 -0.2853
N 0.9718 1.1165 -0.7000
N -1.2229 0.1704 -1.0736
Cl 2.6298 -0.4802 0.2057
Cl -2.6471 -1.3294 0.5593
H -0.3251 1.5386 -2.2053
H 1.0575 -0.1858 2.3057
H 0.1014 1.3979 1.9720
H -2.0627 0.6807 -1.1052
*
```

***

Formula: C33H30NO2PReS5SbSe4
Source: the OMol25 dataset
Level of theory: wB97M-V/def2-TZVPD

Values from the calculation:
orbital gap (spin up / spin down) = 5.088 / 5.090 eV
highest occupied orbital energy (spin up / spin down) = -13.0 / -13.0 eV

Geometry as ORCA input:
```
! RIJCOSX wB97M-V def2-TZVPD def2/J DEFGRID3
* xyz 2 1
Re 0.9946 0.1107 -1.2269
O 3.5487 -1.0918 -0.5633
N 2.7307 -0.1122 0.0029
C 3.1624 0.4146 1.0830
C 2.5505 1.4526 1.9107
C 3.3003 1.7603 3.0523
C 2.8931 2.7462 3.9316
C 1.7279 3.4489 3.6686
C 0.9819 3.1543 2.5363
C 1.3622 2.1514 1.6504
P 0.3812 1.9267 0.1225
C 0.5345 3.5950 -0.5945
C 1.7879 3.9421 -1.0990
C 2.0136 5.2040 -1.6204
C 0.9842 6.1374 -1.6395
C -0.2581 5.8075 -1.1205
C -0.4832 4.5429 -0.5908
C -1.3525 1.8268 0.6757
C -2.3377 2.0040 -0.2982
C -3.6777 2.0122 0.0524
C -4.0520 1.8157 1.3757
C -3.0818 1.5973 2.3430
C -1.7363 1.6062 1.9957
H 4.4164 -1.0624 -0.1264
H 4.1205 0.0521 1.4558
H 4.2201 1.2215 3.2451
H 3.4882 2.9735 4.8052
H 1.4049 4.2361 4.3366
H 0.0843 3.7262 2.3335
H 2.6059 3.2288 -1.0678
H 2.9911 5.4639 -2.0043
H 1.1568 7.1243 -2.0474
H -1.0570 6.5371 -1.1207
H -1.4566 4.3077 -0.1820
H -2.0520 2.1668 -1.3338
H -4.4304 2.1849 -0.7056
H -5.0980 1.8345 1.6530
H -3.3698 1.4430 3.3747
H -0.9903 1.4630 2.7667
S 2.1150 1.2199 -2.7985
S 2.0397 -0.2844 -4.2627
S 0.9143 -1.6041 -3.0975
S -0.7938 -0.4829 -2.6805
O 0.2414 -1.4531 -0.0571
S -0.2500 -1.5984 1.4060
C 1.1309 -2.3770 2.2903
C 1.5579 -3.7185 1.7761
C 1.2761 -4.8592 2.5226
C 1.6434 -6.1123 2.0536
C 2.2880 -6.2315 0.8313
C 2.5733 -5.0962 0.0836
C 2.2145 -3.8416 0.5531
C -1.3906 -3.0058 1.3134
C -2.2301 -2.9968 0.0652
C -1.9557 -3.9328 -0.9266
C -2.7329 -3.9837 -2.0742
C -3.7732 -3.0832 -2.2439
C -4.0317 -2.1296 -1.2678
C -3.2629 -2.0864 -0.1130
H 0.7978 -2.4137 3.3305
H 1.9150 -1.6219 2.2110
H 0.7730 -4.7693 3.4789
H 1.4299 -6.9924 2.6448
H 2.5779 -7.2076 0.4663
H 3.0863 -5.1890 -0.8647
H 2.4527 -2.9592 -0.0250
H -1.9938 -2.9079 2.2194
H -0.7867 -3.9108 1.3654
H -1.1501 -4.6443 -0.7851
H -2.5351 -4.7372 -2.8255
H -4.3920 -3.1323 -3.1312
H -4.8504 -1.4350 -1.3925
H -3.4817 -1.3556 0.6563
Se -3.7590 0.8887 -6.2945
Sb -1.0443 0.9020 -5.0925
Se -1.0592 3.0178 -4.1298
Se -0.7584 1.9494 -7.9788
Se -2.8043 1.2224 -8.2568
*
```